A.
The following is a DFT calculation (ωB97M-V/def2-TZVPD) of a cluster of 3 separate species, CH3O3S in total.

Calculated values
HOMO-LUMO gap	6.445	eV
M	95.099	g mol⁻¹
LUMO energy	3.92	eV
total charge	-1

Bonds (Å) are listed after each position.
Atoms and positions in Å:
1 S -1.722 -1.086 0.322  O6 1.493, O7 1.859
2 H 1.500 -0.524 0.834  no bonds
3 H -0.160 -3.373 0.681  C4 1.123
4 C -0.347 -3.018 1.730  H3 1.123, O5 1.246, O7 1.237
5 O 0.210 -3.609 2.675  C4 1.246
6 O -0.935 -1.363 -0.916  S1 1.493
7 O -1.149 -2.078 1.786  S1 1.859, C4 1.237
8 H 1.906 -0.096 0.187  no bonds


B.
The following is a DFT calculation (ωB97M-V/def2-TZVPD) of the ion CH3O3S with charge -1.

Calculated values
HOMO-LUMO gap	7.432	eV
M	95.099	g mol⁻¹
LUMO energy	4.09	eV
total charge	-1

Bonds (Å) are listed after each position.
Atoms and positions in Å:
1 C 0.321 0.816 0.123  H2 1.022, O4 1.378, S7 2.097, H8 1.085
2 H 1.240 1.118 -0.207  C1 1.022
3 O -0.861 -1.532 0.300  S7 1.483
4 O 0.529 0.260 1.367  C1 1.378, H5 1.005
5 H 0.035 -0.588 1.154  O4 1.005
6 O -0.067 -1.180 -1.892  S7 1.462
7 S -0.898 -0.590 -0.845  C1 2.097, O3 1.483, O6 1.462
8 H -0.300 1.697 -0.001  C1 1.085


Which of them is the most stable? Correct choice: B.